[1]
{
  "formula": "C7H11F6O9PSi2",
  "method": "the ωB97M-V functional and the def2-TZVPD basis",
  "homo_lumo_gap_ev": 1.59,
  "largest_force_ev_per_a": 3.16,
  "mol_weight_g_mol": 440.3,
  "homo_ev": 1.39,
  "e_lumo_ev": 2.985,
  "charge": -2,
  "species": ["C", "C", "O", "H", "O", "F", "H", "F", "C", "F", "H", "H", "F", "F", "O", "H", "O", "O", "H", "Si", "F", "Si", "C", "H", "H", "O", "P", "O", "H", "C", "H", "O", "O", "C", "H", "C"],
  "coordinates": [[1.737, -1.579, -1.255], [1.034, 1.910, 0.456], [0.649, -2.295, -1.502], [-0.423, 4.855, -2.045], [4.839, -5.530, 1.010], [-0.057, 0.403, -1.030], [-2.154, 1.547, 0.363], [3.053, -0.399, 0.248], [2.481, -5.041, 1.499], [2.197, 2.046, 1.073], [2.761, -5.160, 2.571], [-0.907, 2.554, -2.276], [1.874, 1.206, -1.596], [0.174, 1.481, 1.420], [2.685, -1.700, -1.920], [-0.069, -2.051, -0.898], [-6.000, 3.359, 0.239], [1.528, -4.163, 1.235], [4.087, -3.595, 1.083], [-2.916, 2.804, 0.409], [1.072, -1.054, 0.953], [-0.803, 3.644, -1.289], [3.895, -4.641, 0.750], [2.289, -6.092, 1.183], [-2.953, 3.289, 1.804], [1.321, 4.243, 0.212], [-5.035, 2.304, -0.086], [-2.280, 4.023, -0.531], [-4.642, 0.703, 1.338], [1.146, 0.769, -0.575], [-5.946, 1.126, -1.588], [-5.253, 1.805, -1.624], [-5.425, 0.994, 0.846], [1.794, -0.545, -0.041], [3.610, -4.511, -0.318], [0.634, 3.292, -0.115]]
}

[2]
{
  "formula": "C7H11I2N2",
  "method": "the ωB97M-V functional and the def2-TZVPD basis",
  "homo_lumo_gap_ev": 9.53,
  "largest_force_ev_per_a": 4.34,
  "mol_weight_g_mol": 377.0,
  "homo_ev": -12.86,
  "de_lowest_kcal_mol": 0.0,
  "e_lumo_ev": -3.327,
  "charge": 1,
  "species": ["H", "H", "H", "N", "H", "N", "C", "C", "C", "H", "H", "I", "C", "I", "H", "C", "H", "H", "H", "C", "C", "H"],
  "coordinates": [[0.097, 0.408, -3.261], [-2.112, 0.468, -2.059], [0.567, -1.939, -0.321], [-0.955, -1.214, 0.561], [-0.317, -0.016, 2.774], [-0.035, 0.311, -1.167], [-2.012, -0.866, 0.060], [0.428, -0.281, -2.488], [0.317, -0.952, 0.120], [2.273, -0.853, 1.262], [0.487, 1.213, -0.801], [-3.991, -1.423, 0.196], [-1.444, 0.600, -1.148], [-2.052, 2.327, -0.074], [-0.109, -1.200, -2.667], [0.819, 0.077, 2.529], [0.391, 1.728, 1.150], [1.310, -0.211, 3.382], [1.527, -0.461, -2.464], [1.265, 1.124, 1.552], [1.308, -0.386, 1.138], [2.237, 1.545, 1.725]]
}

[3]
{
  "formula": "C7H11IN2",
  "method": "the ωB97M-V functional and the def2-TZVPD basis",
  "homo_lumo_gap_ev": [6.06, 5.79],
  "largest_force_ev_per_a": 5.32,
  "mol_weight_g_mol": 250.1,
  "homo_ev": [-5.36, -9.12],
  "de_lowest_kcal_mol": 0.0,
  "s2": 2.01,
  "e_lumo_ev": [0.704, -3.333],
  "multiplicity": 3,
  "species": ["C", "H", "C", "H", "C", "H", "H", "H", "H", "H", "H", "C", "I", "C", "H", "N", "N", "C", "C", "H", "H"],
  "coordinates": [[0.879, -1.406, -1.053], [2.805, -0.245, 0.463], [-0.120, 0.307, 0.415], [-0.123, -1.824, -1.499], [0.138, 0.908, 1.653], [-2.091, 0.146, -1.534], [2.229, 1.368, 0.245], [-3.483, -0.283, -0.331], [-1.231, 1.559, 2.984], [2.985, 0.433, -1.152], [-2.185, -1.427, -0.896], [0.898, 0.021, -0.638], [0.381, 1.451, -2.290], [-1.556, 0.063, 0.483], [1.000, 1.308, 2.112], [-1.005, 0.830, 2.386], [-2.016, 0.398, 1.662], [-2.380, -0.421, -0.604], [2.322, 0.405, -0.234], [0.994, -2.144, -0.315], [1.561, -1.447, -1.855]]
}

[4]
{
  "formula": "C7H11IN2",
  "method": "the ωB97M-V functional and the def2-TZVPD basis",
  "homo_lumo_gap_ev": 6.88,
  "largest_force_ev_per_a": 5.73,
  "mol_weight_g_mol": 250.1,
  "homo_ev": -17.22,
  "de_lowest_kcal_mol": 58.7,
  "e_lumo_ev": -10.348,
  "charge": 2,
  "species": ["H", "H", "C", "H", "H", "C", "H", "H", "I", "H", "C", "H", "H", "C", "N", "H", "C", "N", "C", "H", "C"],
  "coordinates": [[-3.524, -1.419, -0.326], [0.775, -2.791, 2.026], [-2.543, -1.451, 0.059], [1.318, -1.047, 1.386], [1.463, 2.205, -2.239], [-1.768, -2.101, 0.959], [2.121, 1.295, 1.384], [2.815, 2.011, -0.015], [-0.626, 2.849, 0.790], [-0.214, 1.974, -2.205], [1.923, 1.259, 0.311], [-2.265, 0.184, -1.202], [0.979, 0.430, -2.207], [0.706, 1.537, -1.802], [-1.789, -0.393, -0.519], [2.197, 0.331, -0.076], [-0.587, -0.356, 0.022], [-0.491, -1.469, 0.879], [0.629, -1.760, 1.457], [-1.804, -2.904, 1.705], [0.683, 1.615, -0.387]]
}

[5]
{
  "formula": "C7H11INO3S",
  "method": "the ωB97M-V functional and the def2-TZVPD basis",
  "homo_lumo_gap_ev": 6.23,
  "largest_force_ev_per_a": 4.67,
  "mol_weight_g_mol": 316.1,
  "homo_ev": -3.36,
  "de_lowest_kcal_mol": 18.7,
  "e_lumo_ev": 2.870,
  "charge": -1,
  "species": ["C", "H", "C", "H", "S", "C", "N", "H", "O", "O", "H", "O", "C", "C", "H", "H", "I", "H", "H", "H", "C", "C", "H", "H"],
  "coordinates": [[-0.668, -0.824, -0.260], [1.559, 0.559, 0.331], [1.698, 1.782, -1.430], [-0.370, -2.362, 1.064], [-0.377, -3.151, -3.002], [0.970, 1.057, -0.383], [0.095, 0.085, -1.066], [-0.839, -1.596, -1.057], [0.405, -1.221, -3.020], [-1.837, -3.078, -2.803], [1.108, -1.605, 0.598], [0.233, -3.810, -1.862], [1.666, 0.727, -2.491], [-1.895, -0.034, 0.286], [2.585, 2.097, -1.105], [1.155, 2.714, -1.814], [2.736, 0.878, -4.272], [-1.416, 0.737, 0.813], [0.239, 1.602, 0.279], [-2.591, 0.445, -0.376], [0.756, -0.264, -2.247], [0.095, -1.429, 0.866], [-2.632, -0.562, 0.851], [0.053, -0.907, 1.761]]
}

[6]
{
  "formula": "C7H11N",
  "method": "the ωB97M-V functional and the def2-TZVPD basis",
  "homo_lumo_gap_ev": 10.09,
  "largest_force_ev_per_a": 5.36,
  "mol_weight_g_mol": 109.2,
  "homo_ev": -9.05,
  "de_lowest_kcal_mol": 99.5,
  "smiles": "C[C@@H]1C=C[C@@]2(CN2)C1",
  "e_lumo_ev": 1.039,
  "species": ["H", "H", "H", "C", "H", "H", "H", "C", "C", "C", "C", "H", "N", "H", "H", "H", "H", "C", "C"],
  "coordinates": [[1.744, 0.976, 0.393], [0.078, -2.817, 1.436], [1.941, -0.369, -0.656], [-1.204, 0.275, -0.757], [-1.063, 2.281, -2.362], [1.206, -0.402, 2.126], [-2.111, 0.321, -1.278], [0.147, -0.653, 0.768], [-0.270, 2.245, -1.616], [0.619, -1.919, 1.076], [-1.188, -0.384, 0.339], [0.516, 2.932, -2.133], [0.356, -0.878, 2.119], [-0.794, 2.712, -0.896], [0.378, 0.493, -2.358], [1.602, -2.170, 0.797], [-1.990, -0.761, 0.895], [1.112, 0.198, -0.294], [0.118, 0.729, -1.314]]
}